# 1
12
Properties=species:S:1:pos:R:3 method="wB97M-V/def2-TZVPD" e_above_lowest_kcal_mol=59.24 multiplicity=1 gap_ev="9.04 / 9.04" e_homo_ev="-21.5 / -21.5" total_charge=+2
C 0.031 0.947 1.613
N 0.990 0.236 1.033
N -1.165 1.064 1.144
N 0.684 -0.377 -0.264
N -0.657 -0.196 -0.624
O -0.176 1.625 2.627
H 1.931 0.149 1.426
H -2.044 1.556 1.302
H 1.329 0.039 -0.982
H 0.952 -1.391 -0.195
H -1.289 -0.991 -0.524
H -0.860 0.404 -1.421

# 2
115
Properties=species:S:1:pos:R:3 method="wB97M-V/def2-TZVPD" smiles="CO[C@H](COCOC[C@H](C)C(C)C)CON=O.CCOCC.CCOCC.CCOCC.CCOCC.CCOCC" e_above_lowest_kcal_mol=0.00 multiplicity=1 gap_ev=9.18 e_homo_ev=-9.4 total_charge=0
C -2.639 0.723 -3.040
O -2.565 1.322 -4.329
C -2.450 2.718 -4.370
C -1.068 3.271 -3.931
O -0.220 2.218 -3.538
C 0.990 2.644 -2.945
O 1.360 1.762 -1.941
C 1.138 2.205 -0.605
C -0.349 2.199 -0.204
C -0.919 3.628 -0.119
C -0.645 1.424 1.092
C -0.116 -0.007 1.034
C -2.167 1.422 1.335
C -3.582 3.406 -3.613
O -3.606 4.811 -3.936
N -3.396 5.569 -2.718
O -4.353 6.144 -2.413
H -1.973 -0.137 -3.018
H -2.317 1.404 -2.252
H -3.660 0.384 -2.845
H -2.586 2.980 -5.421
H -0.632 3.814 -4.779
H -1.183 4.000 -3.119
H 1.778 2.632 -3.705
H 0.877 3.664 -2.555
H 1.726 1.526 0.008
H 1.568 3.205 -0.471
H -0.869 1.661 -1.000
H -0.862 4.010 0.902
H -1.964 3.663 -0.432
H -0.380 4.317 -0.769
H -0.190 1.971 1.928
H 0.976 0.007 1.021
H -0.465 -0.536 0.152
H -0.394 -0.546 1.938
H -2.504 2.333 1.828
H -2.701 1.350 0.383
H -2.468 0.568 1.943
H -3.443 3.315 -2.532
H -4.548 2.994 -3.904
C 2.126 0.350 4.727
C 2.777 -0.533 3.676
O 3.216 0.169 2.529
C 4.192 1.174 2.747
C 5.484 0.662 3.356
H 1.297 0.911 4.292
H 1.741 -0.266 5.541
H 2.830 1.064 5.159
H 2.045 -1.251 3.305
H 3.598 -1.111 4.117
H 3.778 1.987 3.356
H 4.388 1.588 1.757
H 5.337 0.277 4.367
H 6.211 1.473 3.417
H 5.911 -0.139 2.751
C 10.654 -0.437 1.890
C 9.757 -0.780 3.067
O 8.629 -1.565 2.726
C 8.903 -2.833 2.155
C 9.705 -3.758 3.054
H 10.082 0.056 1.104
H 11.449 0.234 2.216
H 11.126 -1.323 1.462
H 9.339 0.134 3.490
H 10.339 -1.262 3.861
H 9.399 -2.721 1.185
H 7.922 -3.267 1.962
H 10.712 -3.380 3.239
H 9.802 -4.737 2.583
H 9.208 -3.883 4.017
C -2.378 -2.367 1.847
C -3.046 -1.997 0.527
O -2.166 -1.716 -0.557
C -1.291 -2.776 -0.912
C -1.994 -4.059 -1.316
H -1.696 -1.593 2.187
H -3.132 -2.518 2.621
H -1.815 -3.300 1.764
H -3.633 -1.087 0.644
H -3.741 -2.791 0.236
H -0.579 -2.974 -0.101
H -0.715 -2.387 -1.754
H -2.543 -4.504 -0.486
H -1.258 -4.791 -1.652
H -2.695 -3.872 -2.131
C -7.446 6.236 -3.915
C -7.051 4.788 -4.159
O -8.149 3.925 -4.400
C -8.942 4.234 -5.532
C -8.183 4.206 -6.847
H -8.158 6.308 -3.092
H -6.562 6.823 -3.671
H -7.906 6.680 -4.799
H -6.566 4.390 -3.267
H -6.319 4.726 -4.972
H -9.442 5.201 -5.402
H -9.722 3.472 -5.540
H -7.419 4.983 -6.897
H -8.874 4.370 -7.675
H -7.695 3.241 -6.987
C 1.515 -6.726 1.851
C 0.673 -5.716 2.610
O -0.724 -5.884 2.442
C -1.260 -7.125 2.868
C -1.054 -7.415 4.344
H 1.264 -6.713 0.789
H 2.572 -6.482 1.962
H 1.371 -7.742 2.221
H 0.878 -4.712 2.237
H 0.938 -5.721 3.674
H -0.863 -7.946 2.259
H -2.326 -7.055 2.650
H 0.000 -7.535 4.597
H -1.564 -8.342 4.612
H -1.460 -6.607 4.953

# 3
58
Properties=species:S:1:pos:R:3 method="wB97M-V/def2-TZVPD" e_above_lowest_kcal_mol=197.37 multiplicity=1 gap_ev=7.97 e_homo_ev=-7.2 total_charge=-1
O 0.053 -2.317 -2.831
C -0.207 -1.763 -1.842
O 0.517 -1.152 -1.136
B -0.422 -0.395 -0.243
O -1.717 -0.873 -0.492
C -1.591 -1.627 -1.414
O -2.486 -2.374 -1.886
O -0.247 1.068 -0.388
C -0.188 1.471 0.794
O -0.482 2.654 1.100
C 0.129 0.447 1.703
O -0.016 -0.674 1.230
O 0.438 0.602 2.945
O 2.441 -1.459 -4.012
H 1.774 -1.996 -3.579
H 1.886 -1.358 -4.796
O -0.016 2.568 4.793
H 0.208 2.000 3.989
H -0.477 3.505 4.590
O -4.092 -4.311 -3.997
H -3.844 -5.269 -4.029
H -3.830 -4.118 -3.050
O -0.403 3.992 -1.372
H 0.510 3.831 -1.099
H -0.864 3.130 -0.920
O 2.674 -3.525 -0.702
H 2.634 -2.556 -1.010
H 2.651 -4.128 -1.456
O -0.331 -3.387 2.306
H -0.226 -2.372 2.100
H -1.263 -3.510 2.543
O 2.912 0.828 -0.514
H 3.059 0.400 -1.229
H 3.551 0.677 0.223
O -2.680 2.054 -1.760
H -2.146 2.064 -2.535
H -2.579 1.172 -1.419
O 2.160 3.776 -0.236
H 2.409 2.751 -0.336
H 1.975 3.939 0.702
O -5.051 -1.087 -1.972
H -4.220 -1.553 -1.771
H -5.758 -1.751 -2.283
O -1.204 4.453 1.868
H -0.194 4.838 1.729
H -1.036 3.651 1.359
O 0.410 -0.469 5.564
H 1.133 -0.058 5.919
H 0.531 -0.449 4.540
O -0.460 -4.356 -4.938
H -1.211 -4.196 -5.578
H -0.207 -3.661 -4.403
O 3.300 0.778 3.541
H 3.402 0.146 2.917
H 3.738 0.619 4.346
O 1.819 3.410 2.676
H 0.952 3.186 2.466
H 2.198 2.726 3.292

# 4
22
Properties=species:S:1:pos:R:3 method="wB97M-V/def2-TZVPD" smiles="C=NOCC=O.Cn1ccnn1" e_above_lowest_kcal_mol=127.01 multiplicity=1 gap_ev=9.30 e_homo_ev=-9.1 total_charge=0
C 1.074 3.048 2.140
C -0.207 2.564 1.875
C -1.773 -1.071 1.388
C 0.417 -1.704 -0.456
C -0.406 -1.939 -1.743
C -1.341 2.358 -0.388
N 1.721 3.228 0.945
N 0.918 2.896 -0.001
N -0.259 2.637 0.539
N -0.960 -0.226 0.924
O 0.042 -0.455 0.063
O -1.598 -2.039 -1.768
H 1.576 3.382 3.058
H -2.526 -0.558 1.976
H -1.801 -2.191 1.318
H 0.193 -2.379 0.430
H 1.457 -1.533 -0.780
H 0.361 -2.124 -2.579
H -1.660 3.306 -0.539
H -0.914 1.943 -1.259
H -1.981 1.577 0.131
H -1.171 2.248 2.440

# 5
60
Properties=species:S:1:pos:R:3 method="wB97M-V/def2-TZVPD" e_above_lowest_kcal_mol=1.49 multiplicity=1 gap_ev=9.30 e_homo_ev=-9.2 total_charge=0
C -1.474 -0.258 0.745
O -0.748 -1.262 0.019
H -2.424 -0.029 0.259
H -1.586 -0.527 1.794
H -0.934 0.685 0.664
H -1.381 -1.936 -0.277
C 3.638 1.859 3.921
C 3.406 0.801 2.855
O 2.116 0.199 2.994
H 2.913 2.669 3.816
H 4.619 2.333 3.885
H 3.513 1.531 4.957
H 4.186 0.038 2.929
H 3.484 1.315 1.891
H 2.096 -0.427 2.243
C -0.872 -3.126 -3.756
C 0.574 -3.566 -3.951
O 1.406 -2.958 -2.938
H -1.550 -3.533 -4.505
H -0.871 -2.037 -3.820
H -1.192 -3.456 -2.768
H 0.938 -3.400 -4.965
H 0.685 -4.639 -3.761
H 1.642 -3.662 -2.335
C 1.718 2.619 1.152
C 1.813 2.867 -0.356
O 2.494 1.762 -0.964
H 2.669 2.511 1.668
H 1.153 1.700 1.302
H 1.141 3.433 1.600
H 2.357 3.785 -0.572
H 0.818 2.900 -0.807
H 1.825 1.110 -1.239
O -1.764 2.878 1.805
H -2.128 3.693 2.166
H -1.006 2.647 2.394
O -1.843 0.227 -2.442
H -0.881 0.301 -2.561
H -2.113 1.025 -1.951
O -4.513 0.274 0.096
H -4.087 0.935 -0.471
H -4.550 -0.527 -0.449
O 0.872 -0.375 -2.022
H 1.143 -1.184 -2.496
H 0.221 -0.698 -1.338
O -3.284 -1.824 -1.288
H -3.820 -2.126 -2.031
H -2.677 -1.153 -1.673
O -2.739 2.478 -0.761
H -2.556 3.319 -1.193
H -2.610 2.655 0.194
O 2.001 -1.741 0.978
H 1.306 -1.443 0.364
H 1.888 -2.693 1.047
O 0.387 2.260 3.323
H 1.015 1.494 3.326
H 0.429 2.637 4.209
O -2.039 -3.822 -0.235
H -2.861 -3.803 -0.746
H -1.958 -4.732 0.072

# 6
27
Properties=species:S:1:pos:R:3 method="wB97M-V/def2-TZVPD" multiplicity=2 s2=0.756 gap_ev="5.35 / 5.61" e_homo_ev="-14.6 / -14.6" total_charge=+2
Ta -0.927 1.032 -1.445
Cl 3.862 -1.512 3.383
C 2.978 -0.922 2.052
C 3.621 -0.676 0.860
C 2.911 -0.175 -0.238
I 3.835 0.223 -2.065
C 1.562 0.064 -0.129
O 0.780 0.573 -1.096
C 0.876 -0.214 1.062
N -0.462 0.019 1.054
C -1.153 -0.236 2.151
C -0.547 -0.732 3.312
C 0.808 -0.954 3.336
C 1.573 -0.704 2.181
H 4.681 -0.865 0.767
H -2.218 -0.047 2.121
H -1.158 -0.942 4.178
H 1.287 -1.316 4.236
Cl -2.339 -1.060 -3.084
C -3.827 -0.044 -2.920
C -3.132 1.052 -2.172
O -2.489 1.935 -2.775
O -2.826 0.849 -0.930
H -4.571 -0.588 -2.347
H -4.179 0.243 -3.904
S 0.834 3.039 -4.211
C 0.221 1.960 -3.377

Q: Which maximum force values were calculated for the entries above? A: 0.0234, 0.0204, 0.2335, 0.0786, 0.0349, 0.0293, in Eh/bohr.